The following is a DFT calculation (the ωB97M-V functional and the def2-TZVPD basis) of 2 unconnected molecules or ions with the total composition C27H51Cl3F5N3O7PS2.

Values from the calculation:
E_tot = -4767.6452 hartree
LUMO = -2.49 eV
orbital gap = 7.611 eV
2S+1 = 1
total charge = +1
molecular weight = 826.18 g/mol

```
99
Properties=species:S:1:pos:R:3:forces:R:3
C 6.4645 0.1971 0.2115 0.1 0.1 0.0
O 6.0409 1.4148 0.7903 -0.2 0.0 0.0
C 5.5096 1.2533 2.0870 -0.6 -0.4 0.3
C 4.6675 2.4684 2.4756 0.6 0.5 0.0
C 4.0246 3.1840 1.2830 0.4 -0.2 0.1
C 3.1709 2.2875 0.3615 0.3 1.1 -0.3
C 1.6338 2.4504 0.2713 0.5 -1.4 0.1
C 1.0248 2.4407 1.6992 -0.2 0.0 -0.2
F 1.6745 1.5597 2.4589 0.1 -0.2 0.0
F 1.2212 3.6746 2.2514 0.0 0.2 -0.1
C -0.4980 2.2002 1.9143 0.4 0.2 0.7
F -0.9338 1.0061 1.6233 -0.2 -0.3 -0.5
F -0.7369 2.4070 3.2027 -0.1 0.1 0.4
F -1.1706 3.1458 1.2315 -0.2 0.1 -0.4
C 1.2342 1.1841 -0.5397 1.7 -0.3 0.2
N 1.3474 0.0079 0.2257 -2.0 -0.5 -0.3
C 1.5953 -1.1385 -0.3039 0.5 0.4 0.3
C 0.6312 -2.2613 -0.0954 0.6 -0.5 0.6
C 2.8403 -1.4349 -1.0908 -0.3 0.1 -0.8
O -0.0909 1.2436 -1.0277 0.3 0.3 0.0
C -0.2160 2.1301 -2.1217 -0.4 0.5 -0.3
C -1.7262 2.1428 -2.4342 0.1 -0.8 0.2
C -2.6710 2.3250 -1.2597 -0.6 0.5 0.1
C -4.1332 2.1369 -1.7036 0.4 0.3 0.4
C -5.0542 2.2595 -0.4781 0.7 -0.1 0.2
S -6.3522 1.0221 -0.4286 -1.0 0.7 -0.9
O -6.2991 0.2244 -1.6154 0.3 -0.1 0.4
O -7.5819 1.6660 -0.0831 0.4 -0.2 0.3
Cl -5.7904 -0.1424 1.1425 0.1 -0.1 0.1
P 0.5314 1.2954 -3.6696 0.0 -0.7 0.2
O 2.0758 1.8523 -3.6083 0.2 0.2 0.2
Cl -0.2118 2.4964 -5.1407 0.2 0.2 0.0
C 0.4856 3.4911 -1.8517 -0.3 0.1 -0.5
Cl -0.6313 4.8637 -2.0550 0.0 0.1 0.1
N 1.1560 3.7009 -0.4910 -0.3 0.1 0.3
C 2.1378 4.8485 -0.6078 0.6 1.1 0.0
C 2.0356 5.9141 0.4864 0.1 0.3 -0.2
C 0.7295 6.7038 0.5023 -0.4 -0.6 0.2
S 0.6525 7.9009 1.8527 0.1 0.5 0.0
H 6.6112 0.3739 -0.8538 0.1 0.0 0.1
H 5.7039 -0.5847 0.3266 0.0 0.0 0.1
H 7.4029 -0.1474 0.6563 0.0 -0.1 0.0
H 6.2856 1.0959 2.8447 0.1 0.0 -0.2
H 4.8837 0.3470 2.1191 0.0 0.0 -0.1
H 5.3431 3.2063 2.9206 -0.1 0.0 0.0
H 3.9610 2.2098 3.2640 -0.1 -0.2 -0.1
H 3.5287 4.0715 1.6585 -0.3 -0.1 0.0
H 4.8624 3.5525 0.6871 -0.1 0.0 -0.1
H 3.4022 1.2475 0.5754 -0.3 0.0 0.1
H 3.5272 2.4464 -0.6621 0.0 -0.1 0.0
H 1.9559 1.1521 -1.3711 -0.3 0.3 -0.3
H -0.2170 -2.0454 -0.7514 -0.1 0.0 0.1
H 0.2872 -2.3085 0.9384 -0.2 0.2 -0.1
H 1.0334 -3.2381 -0.3634 0.0 0.1 0.0
H 2.7024 -2.2730 -1.7747 0.0 0.0 0.0
H 3.2035 -0.5758 -1.6612 0.1 0.0 0.2
H 3.6192 -1.7251 -0.3804 -0.1 0.0 0.1
H -1.9683 2.7712 -3.2853 0.0 0.3 0.2
H -1.9017 1.1123 -2.7830 0.0 0.1 -0.1
H -2.4758 1.6207 -0.4522 0.2 -0.1 -0.1
H -2.6013 3.3288 -0.8314 0.2 0.0 0.0
H -4.3828 2.9395 -2.3997 -0.1 -0.3 -0.3
H -4.2458 1.1608 -2.1713 -0.1 0.1 -0.2
H -4.4709 2.1183 0.4339 -0.1 0.0 0.0
H -5.5265 3.2363 -0.3949 -0.3 -0.1 -0.1
H 2.7048 1.1211 -3.6455 0.0 0.0 -0.3
H 1.2426 3.6734 -2.6115 0.2 -0.2 0.3
H 0.4031 4.0977 0.0836 -0.1 -0.1 0.0
H 1.9594 5.3745 -1.5470 -0.3 -0.3 0.0
H 3.1664 4.5103 -0.6723 -0.2 -0.5 0.1
H 2.8384 6.6171 0.2410 0.0 -0.1 0.1
H 2.2598 5.5449 1.4804 -0.1 -0.1 0.0
H -0.1381 6.0447 0.6150 0.0 0.0 0.0
H 0.5624 7.2322 -0.4374 0.1 0.1 0.1
H 0.1152 7.1200 2.7963 0.0 -0.2 -0.1
C -2.5856 -3.8605 1.0167 0.0 0.0 -0.1
O -1.6241 -4.7400 0.4647 -0.1 0.1 0.2
C -1.0065 -5.5977 1.4215 0.3 -0.1 -0.1
C -1.4231 -7.0377 1.2221 -0.2 0.0 -0.1
N -2.8186 -7.2354 1.5837 0.1 0.0 -0.1
C -3.3592 -8.5450 1.2281 -0.1 0.1 0.1
C -3.4504 -8.9053 -0.2498 0.0 -0.2 0.0
O -4.3836 -8.1324 -0.9793 0.1 0.1 0.0
C -3.9039 -6.9049 -1.4865 -0.1 0.0 0.0
H -2.8797 -3.1646 0.2315 0.0 0.0 0.0
H -3.4798 -4.3900 1.3587 0.0 0.0 0.1
H -2.1697 -3.2907 1.8546 0.0 0.0 0.0
H -1.2232 -5.2659 2.4409 -0.1 0.0 0.0
H 0.0752 -5.5257 1.2678 0.0 0.0 0.0
H -0.7990 -7.6764 1.8540 0.0 0.0 0.0
H -1.2206 -7.2984 0.1735 0.1 0.0 0.0
H -3.3777 -6.5235 1.1320 0.0 0.0 0.0
H -4.3689 -8.5973 1.6412 0.0 0.0 0.0
H -2.7696 -9.3129 1.7384 0.0 0.0 0.0
H -3.8109 -9.9351 -0.3076 0.0 0.0 0.0
H -2.4717 -8.8913 -0.7459 0.0 0.1 0.0
H -2.8398 -6.9568 -1.7356 0.0 0.0 0.0
H -4.0707 -6.0802 -0.7861 0.1 0.0 0.0
H -4.4638 -6.6830 -2.3950 0.0 0.0 0.0
```
Positions in Å, forces in eV/Å.



The following is a DFT calculation (the ωB97M-V functional and the def2-TZVPD basis) of 7 unconnected molecules or ions with the total composition C27H51N2O27S6.

Values from the calculation:
E_tot = -5589.0555 hartree
LUMO = -2.67 eV
orbital gap = 8.226 eV
energy relative to the best compared isomer or geometry (same formula, charge and spin) = 0.0 kcal per mole
2S+1 = 1
total charge = +1
molecular weight = 1028.09 g/mol

```
113
Properties=species:S:1:pos:R:3:forces:R:3
C 2.5958 -0.4922 -0.5487 0.2 -0.2 0.5
C 1.5347 -0.7741 -1.0204 0.2 0.3 -0.6
C 0.3490 -1.2223 -1.7306 -0.2 -0.6 0.4
C -0.7074 -1.7411 -0.7124 0.1 0.4 -0.8
O -1.7933 -0.8683 -0.4961 -0.1 -0.1 0.0
C -2.6756 -0.7557 -1.5930 -0.1 0.1 -0.2
C -3.7733 0.2275 -1.2204 0.1 -0.2 0.0
C -3.2321 1.6441 -1.0384 -0.1 0.4 0.1
N -3.2520 2.1343 0.3443 0.1 0.0 -0.1
C -3.2606 -2.0962 -2.0664 -0.7 0.3 0.1
C -4.4711 -2.6367 -1.3059 0.5 0.1 0.4
C -4.2968 -2.8353 0.2084 -0.7 -0.4 -0.3
N -2.1841 -3.1619 -2.1804 0.1 -0.1 -0.5
C -1.5261 -3.1374 -3.5149 0.0 0.3 -1.2
C -2.2708 -4.0814 -4.4638 0.1 -0.7 0.2
O -2.2947 -5.2594 -4.2202 -0.2 0.3 0.1
C -1.2494 -3.1324 -1.0302 0.3 -0.3 1.6
O -0.2809 -4.1082 -1.2227 -0.2 0.2 -0.5
C 0.4121 -4.5011 -0.0213 0.5 0.0 0.2
C 1.9138 -4.2520 -0.1589 -0.1 -0.1 -0.1
H 3.5131 -0.3532 -0.0240 0.0 0.2 -0.1
H 0.6697 -2.0783 -2.3278 0.0 0.1 -0.2
H -0.0532 -0.4724 -2.4102 0.0 0.1 0.1
H -0.1875 -1.8148 0.2393 -0.1 -0.1 0.2
H -2.1829 -0.3032 -2.4643 0.3 -0.1 0.1
H -4.5174 0.2002 -2.0177 -0.1 0.1 0.0
H -4.2644 -0.1017 -0.3046 -0.1 -0.1 0.0
H -2.2133 1.6967 -1.4261 0.1 0.0 0.0
H -3.8249 2.3243 -1.6499 0.0 0.0 -0.1
H -3.6554 1.4597 0.9774 0.0 -0.1 0.1
H -2.3152 2.3379 0.6594 0.0 -0.1 0.1
H -3.5931 -1.9115 -3.0883 0.0 -0.1 -0.1
H -4.7976 -3.5565 -1.7997 -0.1 -0.1 0.1
H -5.2740 -1.9223 -1.4645 0.0 0.1 -0.1
H -5.2795 -2.7563 0.6685 0.0 0.0 0.1
H -3.6849 -2.0828 0.6863 0.2 0.0 -0.1
H -3.9569 -3.8440 0.4472 0.3 0.0 0.1
H -2.6790 -4.0589 -2.1287 0.2 -0.1 0.0
H -1.5276 -2.1417 -3.9547 -0.1 0.3 0.4
H -0.4960 -3.4773 -3.4766 0.0 -0.2 0.3
H -2.7687 -3.6802 -5.3586 0.1 0.2 0.0
H -1.8509 -3.4170 -0.1612 -0.3 0.1 -0.1
H 0.2119 -5.5561 0.1601 -0.1 -0.1 -0.2
H 0.0240 -3.9558 0.8396 -0.2 0.1 -0.1
H 2.1294 -3.8758 -1.1555 0.0 0.1 -0.1
H 2.2757 -3.5236 0.5618 0.0 0.1 0.0
H 2.4696 -5.1791 -0.0436 0.1 0.0 0.1
C 2.3019 1.5384 4.8230 0.3 0.3 0.1
C 2.1469 1.9754 3.3794 -0.5 -0.1 0.0
O 2.9717 1.0567 2.6527 0.3 -0.1 0.2
S 2.9723 -0.3668 3.3654 -0.1 0.4 0.2
O 2.0273 -1.2195 2.7317 0.0 -0.3 0.0
O 4.3185 -0.7649 3.5456 0.1 -0.2 -0.1
O 2.3528 0.1034 4.7638 -0.2 0.0 -0.2
H 3.2409 1.8951 5.2502 0.0 0.0 0.0
H 1.4735 1.8550 5.4504 -0.1 -0.2 0.0
H 2.4829 2.9930 3.2055 0.2 -0.1 -0.1
H 1.1212 1.8658 3.0216 0.0 0.0 0.1
C 0.4782 3.9878 -4.9062 -0.1 0.4 0.2
C 0.7970 3.1419 -3.6951 0.3 -0.2 -0.4
O -0.4916 2.8004 -3.1564 -0.2 0.1 0.1
S -1.5567 2.6683 -4.3281 0.5 0.3 0.0
O -1.7065 1.2865 -4.6485 -0.3 -0.1 -0.1
O -2.6724 3.4741 -3.9966 -0.3 -0.2 -0.1
O -0.6969 3.3658 -5.4766 0.0 -0.3 0.2
H 0.2184 5.0100 -4.6276 0.0 0.0 0.0
H 1.2856 4.0041 -5.6314 -0.1 -0.1 -0.2
H 1.3834 3.6561 -2.9455 -0.2 0.0 -0.1
H 1.3078 2.2192 -3.9802 0.0 0.0 0.0
C 1.8337 5.8768 0.5143 0.0 0.0 0.4
C 3.3448 5.8202 0.4752 0.0 0.4 -0.4
O 3.6457 4.4064 0.4187 -0.4 0.0 0.3
S 2.5081 3.6574 -0.4029 0.3 0.4 0.0
O 2.9503 3.4808 -1.7462 0.0 -0.2 0.5
O 2.0285 2.5616 0.3577 0.0 -0.1 0.0
O 1.4218 4.8287 -0.3803 0.2 0.0 -0.2
H 1.4383 5.6574 1.5086 0.0 0.0 0.0
H 1.4419 6.8296 0.1708 -0.1 -0.1 -0.2
H 3.8071 6.2627 1.3529 0.1 -0.2 0.1
H 3.7421 6.2838 -0.4292 -0.1 0.0 0.3
C 0.0124 -4.6544 4.0458 0.2 -0.2 -0.3
C -1.3090 -4.9901 3.3841 -0.2 0.5 0.0
O -1.8407 -6.0652 4.1624 0.3 -0.1 0.1
S -1.4044 -5.8813 5.6964 0.1 0.2 -0.3
O -2.4557 -5.2443 6.4040 0.0 0.0 0.2
O -0.8261 -7.0905 6.1436 -0.1 -0.1 0.1
O -0.2533 -4.7927 5.4455 -0.3 0.1 0.0
H 0.7944 -5.3636 3.7654 0.0 0.0 0.0
H 0.3473 -3.6415 3.8308 0.0 0.1 0.2
H -1.1914 -5.2994 2.3489 -0.1 -0.3 0.1
H -2.0063 -4.1502 3.4395 0.1 0.0 0.0
C 7.1459 4.2811 -3.8803 0.0 -0.1 -0.4
C 7.4471 5.7474 -4.1085 0.3 0.0 0.3
O 6.1568 6.3784 -4.0649 -0.1 -0.2 -0.1
S 5.2140 5.6048 -3.0365 0.5 -0.2 -0.3
O 5.2423 6.2783 -1.7838 -0.1 0.0 -0.1
O 3.9963 5.3051 -3.6934 -0.2 0.3 0.0
O 6.0950 4.2828 -2.9001 0.1 0.2 0.1
H 6.7722 3.8004 -4.7860 0.0 0.0 0.0
H 8.0025 3.7306 -3.5025 -0.1 0.0 0.2
H 7.9212 5.9382 -5.0664 -0.2 0.1 -0.1
H 8.0614 6.1616 -3.3070 0.0 0.0 0.0
C -3.0357 -1.5056 5.6694 0.3 0.1 0.3
C -3.8151 -0.2092 5.6415 -0.4 -0.2 0.1
O -3.5529 0.3286 4.3317 0.3 -0.1 -0.1
S -3.3863 -0.8594 3.2833 -0.1 0.1 0.9
O -4.6218 -1.0568 2.6113 0.1 0.0 -0.2
O -2.1719 -0.6758 2.5735 0.0 0.0 -0.3
O -3.1960 -2.0385 4.3418 -0.2 0.0 -0.1
H -1.9722 -1.3355 5.8455 0.0 0.0 0.0
H -3.4156 -2.2141 6.3998 -0.1 -0.2 -0.2
H -3.4923 0.4939 6.4030 0.1 0.1 -0.2
H -4.8888 -0.3808 5.7335 0.0 0.0 0.0
```
Positions in Å, forces in eV/Å.



The following is a DFT calculation (the ωB97M-V functional and the def2-TZVPD basis) of a molecular structure, C27H52AsBrCoNO9PS2Si3.

Values from the calculation:
E_tot = -9990.8890 hartree
LUMO (alpha / beta) = 0.52 / 0.04 eV
orbital gap (alpha / beta) = 9.321 / 9.139 eV
<S²> = 3.757
energy relative to the best compared isomer or geometry (same formula, charge and spin) = 0.0 kcal per mole
2S+1 = 4
total charge = 0
molecular weight = 927.84 g/mol

```
98
Properties=species:S:1:pos:R:3:forces:R:3
Co -0.8601 -0.2346 -0.1249 0.4 0.2 0.8
C 1.0672 3.5012 3.1702 -1.4 -0.2 0.3
C 1.9840 2.3459 2.8597 0.3 0.0 0.2
C 3.1987 2.2568 3.5305 1.2 0.8 1.3
C 4.0438 1.1559 3.4515 -0.8 -1.2 -1.1
C 3.5660 0.1092 2.6399 -1.3 0.9 -0.6
Br 4.4453 -1.5671 2.6620 0.1 0.0 -0.2
N 2.4512 0.1961 1.8692 1.7 -0.4 1.3
C 1.6972 1.2840 2.0048 0.5 0.1 0.4
H 0.6691 3.3648 4.2259 0.5 0.4 -1.2
H 0.1829 3.6069 2.4952 0.6 -0.6 0.5
H 1.5701 4.4559 3.0705 0.3 0.1 0.3
H 3.5565 3.0569 4.2318 -0.7 -0.5 -0.8
H 4.9937 1.0227 3.9692 -0.4 0.3 0.0
H 0.8124 1.2590 1.4231 -0.7 0.3 -0.4
O -4.5370 0.3006 -1.7591 0.9 -0.3 -0.3
S -3.5039 0.4830 -0.7728 -1.3 -0.2 1.1
O -2.7086 -0.7610 -0.4586 -0.8 -0.1 -0.2
O -2.5222 1.5167 -0.9670 0.7 0.9 -0.6
C -4.4399 0.8909 0.7226 -0.3 -0.1 -1.1
C -5.8122 1.1337 0.4851 0.9 -0.6 0.0
C -6.6481 1.3876 1.5540 0.1 0.0 0.2
C -6.1121 1.3828 2.8466 -0.2 -0.1 -0.2
C -4.7546 1.1173 3.0684 -1.0 0.9 0.1
C -3.8982 0.9443 1.9990 0.4 -1.1 0.1
S -2.2292 0.4097 2.5330 -0.8 1.3 1.3
O -2.2196 -1.0424 2.5237 0.1 0.2 -0.3
O -2.1392 1.0184 3.8690 0.7 -0.7 -1.8
O -1.2756 0.9810 1.5225 -0.2 -0.5 0.2
H -6.1894 0.9787 -0.5295 0.2 0.4 0.5
H -7.7108 1.5499 1.3413 0.4 0.0 0.4
H -6.7995 1.5562 3.6702 0.3 0.0 0.1
H -4.3263 1.1336 4.0608 -0.2 -0.1 0.0
C -3.1228 -3.8621 2.2677 -0.1 -1.0 -1.4
C -2.4642 -3.5328 0.8910 -0.5 -0.1 2.4
O -1.0647 -3.5303 1.1683 -0.1 -0.5 0.2
P -0.0373 -2.3695 0.9464 -1.5 1.8 0.1
O 1.0187 -3.0727 0.0782 1.9 -1.2 -1.7
C 1.5777 -4.3724 0.3910 0.3 -0.1 -0.4
C 1.8623 -5.1480 -0.8868 0.1 0.2 0.4
O 0.6661 -2.2348 2.3322 0.6 -0.2 0.9
C 0.2148 -2.5941 3.6609 -0.3 1.4 -0.1
C 0.8117 -1.5474 4.5906 0.1 0.0 0.2
H -4.1599 -3.5942 2.3191 -0.6 0.2 -0.2
H -2.6224 -3.2899 2.9907 0.5 0.9 0.9
H -3.0513 -4.9036 2.5985 0.2 0.0 -0.5
H -2.7995 -2.5595 0.5768 0.0 0.1 -0.3
H -2.5894 -4.2746 0.1421 -0.5 -0.6 -0.7
H 0.8897 -4.9306 1.0107 -0.2 0.0 0.3
H 2.5104 -4.2083 0.9282 0.0 0.1 0.1
H 0.9646 -5.4042 -1.4188 -0.6 0.0 -0.2
H 2.3658 -6.0904 -0.6488 0.1 0.2 0.0
H 2.4820 -4.5546 -1.5479 0.3 0.0 -0.1
H 0.5545 -3.5840 3.8844 0.1 -0.7 0.0
H -0.8814 -2.4963 3.6882 0.5 -0.3 0.0
H 1.8833 -1.6599 4.8045 -0.2 -0.3 -0.1
H 0.2617 -1.5334 5.5408 0.1 0.1 -0.2
H 0.7229 -0.5917 4.0777 -0.3 0.2 0.2
C 0.9196 -1.3023 -4.7759 0.1 -1.0 0.6
Si -0.2703 -0.3197 -3.6710 -0.5 0.1 -1.4
C -1.3224 0.7777 -4.7880 0.6 1.4 0.5
C -1.5151 -1.5349 -3.0511 0.2 -0.6 -0.9
As 0.7817 0.7985 -1.8646 -0.7 0.5 -0.1
Si 0.5944 3.2066 -2.2469 -0.5 -0.2 0.9
C -1.1846 3.6457 -2.6466 1.1 1.8 -0.4
C 1.0341 3.7699 -0.4959 0.0 0.6 -0.6
C 1.7999 3.9153 -3.5097 1.2 -1.7 0.7
Si 3.0913 0.4742 -1.9150 0.3 0.0 -0.9
C 3.7150 0.6644 -3.6879 1.3 -0.2 0.4
C 4.0210 1.6495 -0.8120 -1.6 1.2 0.0
C 3.4384 -1.2595 -1.4133 0.5 -0.6 -1.2
H 0.4275 -1.9052 -5.5870 0.2 0.9 0.7
H 1.3624 -2.0842 -4.0960 0.0 0.7 -0.6
H 1.7005 -0.6595 -5.1940 -0.1 -0.3 0.0
H -2.2916 0.9702 -4.3373 -0.1 0.0 0.3
H -1.5340 0.3074 -5.7303 0.1 -0.4 -0.5
H -0.8799 1.7747 -4.9985 -0.2 -0.5 0.0
H -1.6674 -2.1528 -3.9873 0.1 0.3 1.1
H -2.4744 -1.1174 -2.7576 0.2 -0.1 0.0
H -1.0557 -2.1198 -2.2530 -0.4 -0.5 0.0
H -1.7861 2.8086 -2.7774 -1.0 -1.5 -0.4
H -1.2000 4.2628 -3.5591 0.0 -0.3 0.1
H -1.6749 4.2445 -1.8798 0.2 0.0 0.3
H 0.2500 3.5821 0.2246 -0.5 -0.1 0.0
H 1.3312 4.8267 -0.4176 -0.2 -0.2 -0.1
H 1.8657 3.1964 -0.1563 0.8 -0.4 0.3
H 1.5966 3.6566 -4.5304 -0.6 0.2 -0.6
H 2.8270 3.4812 -3.3883 -0.7 0.5 0.4
H 1.8513 4.9702 -3.3398 0.0 0.8 -0.2
H 3.2690 1.5241 -4.1848 0.2 0.1 -0.1
H 3.4669 -0.2384 -4.2617 0.2 0.3 0.1
H 4.8680 0.7726 -3.6308 -1.8 -0.1 -0.3
H 4.9461 1.1305 -0.6975 0.9 -0.1 0.6
H 3.4198 1.7319 0.1254 1.0 0.0 -0.4
H 4.1970 2.6714 -1.2300 -0.2 -0.8 0.3
H 3.0764 -1.9628 -2.1744 0.1 0.2 -0.2
H 2.9419 -1.5845 -0.5457 -0.4 -0.2 1.5
H 4.5189 -1.4278 -1.3305 -0.1 0.0 0.1
```
Positions in Å, forces in eV/Å.



Question: Which of these has the lowest molecular weight?
Answer: C27H51Cl3F5N3O7PS2